# 1
A molecular structure, C30H44N4P2PdSi, computed with ωB97M-V/def2-TZVPD.

Properties
Frontier orbital gap (spin up / spin down), eV: 5.465 / 5.184
⟨S²⟩: 2.017
Energy above the lowest of the compared OMol25 structures with the same formula, charge and spin, kcal per mole: 0.0

The geometry in ORCA input format:
```
! RIJCOSX wB97M-V def2-TZVPD def2/J DEFGRID3
* xyz 0 3
Pd 0.7812 0.3317 -1.1363
C 2.3004 0.7032 4.8624
C 1.8573 0.0853 3.7498
C 0.4975 0.2121 3.1105
C -0.0401 1.6339 2.8322
C -1.0405 2.2016 3.8162
C -0.9915 2.1451 5.1549
C 0.0175 1.3664 5.9349
C 1.5012 1.7293 5.6316
C 1.1204 3.0509 -2.0084
H 3.2645 0.4464 5.3163
H 2.4594 -0.6817 3.2603
H -0.2470 -0.3791 3.6664
H 0.5676 -0.2690 2.1211
H 0.8120 2.3208 2.7112
H -0.5517 1.5854 1.8470
H -1.8475 2.7508 3.3115
H -1.7636 2.6419 5.7553
H -0.1602 0.2960 5.7533
H -0.1724 1.5710 7.0011
H 1.5705 2.6882 5.0946
H 1.9814 1.8470 6.6154
H 0.2412 2.5616 -1.5553
H 1.1523 2.8080 -3.0722
H 0.9778 4.1361 -1.9551
P -1.4777 0.4991 -1.4327
P 1.0479 -1.9327 -1.3706
N -2.6585 0.7365 -0.1386
N -2.7846 0.5303 -2.8837
N 0.4396 -3.0040 -0.0879
N 1.8716 -3.2772 -2.3340
C -1.5532 -1.3003 -1.3621
C -0.5257 -1.9713 -2.2734
C -3.0442 1.9881 0.3529
C -4.2529 1.8578 1.0252
C -4.6460 0.4893 0.9328
C -3.6662 -0.1741 0.2233
C -3.0215 1.5847 -3.7500
C -4.1546 1.3118 -4.5222
C -4.6350 0.0412 -4.1133
C -3.8024 -0.3921 -3.0992
C 1.2462 -3.4040 0.9898
C 0.5145 -4.2851 1.7796
C -0.7703 -4.4541 1.1751
C -0.7746 -3.7004 0.0097
C 1.7132 -4.6575 -2.1106
C 1.7493 -5.3296 -3.3249
C 1.9424 -4.3408 -4.3506
C 1.9926 -3.1028 -3.7206
H -2.5205 -1.7037 -1.6314
H -1.4413 -1.5039 -0.2895
H -0.8036 -3.0048 -2.4955
H -0.3793 -1.4293 -3.2176
H -2.4150 2.8448 0.1563
H -4.8029 2.6557 1.4960
H -5.5518 0.0284 1.3072
H -3.6202 -1.2144 -0.0386
H -2.3485 2.4291 -3.7626
H -4.5869 1.9427 -5.2837
H -5.4840 -0.5223 -4.4884
H -3.8738 -1.3272 -2.5652
H 2.2697 -3.0434 1.0758
H 0.8747 -4.7772 2.6759
H -1.5989 -5.0530 1.5135
H -1.5598 -3.6062 -0.7165
H 1.6199 -5.0353 -1.1056
H 1.6279 -6.3933 -3.4646
H 2.0379 -4.5241 -5.4096
H 2.1216 -2.1145 -4.1233
C 3.5530 1.0551 -1.8271
Si 2.7888 2.6547 -1.2169
C 2.7649 2.7674 0.6656
C 3.9888 3.9930 -1.8882
H 4.2788 0.6991 -1.0938
H 4.1126 1.2943 -2.7421
H 2.8805 0.2063 -2.0454
H 3.7793 2.6790 1.0850
H 2.3500 3.7232 1.0195
H 2.1561 1.9635 1.1025
H 5.0413 3.7451 -1.6786
H 3.8952 4.0873 -2.9800
H 3.8082 4.9886 -1.4655
*
```

Löwdin population analysis, charges in e, atoms 1 to 5: 0.38, -0.11, -0.12, -0.20, -0.20

# 2
A gas-phase ion, C6H8N (charge +1), computed with ωB97M-V/def2-TZVPD.

Properties
Frontier orbital gap (spin up / spin down), eV: 7.491 / 7.501
Energy above the lowest of the compared OMol25 structures with the same formula, charge and spin, kcal per mole: 184.5

The geometry in ORCA input format:
```
! RIJCOSX wB97M-V def2-TZVPD def2/J DEFGRID3
* xyz 1 1
C 1.6540 -1.3907 -0.3945
C 1.6094 -0.0942 -0.5543
C 0.1963 -1.7566 -0.2853
C 0.4958 0.8112 -0.5448
C -0.4834 -0.4299 -0.6088
C -0.9938 1.7128 1.1194
N -0.1267 0.6767 0.6962
H 2.5896 -2.0620 -0.2772
H -0.0933 -2.6825 -1.0314
H -0.2563 -2.0449 0.6615
H 0.4709 1.5771 -1.3097
H -1.3691 -0.3627 -1.0218
H -1.7392 1.1884 1.6488
H -0.3645 2.5595 1.6279
H -1.5897 2.2978 0.2741
*
```

Löwdin population analysis, charges in e, atoms 1 to 5: 0.00, 0.25, -0.11, -0.23, 0.06

# 3
A molecular structure, C4H6N4S6SbV, computed with ωB97M-V/def2-TZVPD.

Properties
Frontier orbital gap (spin up / spin down), eV: 6.555 / 6.727

The geometry in ORCA input format:
```
! RIJCOSX wB97M-V def2-TZVPD def2/J DEFGRID3
* xyz 0 1
V 1.2349 0.5335 -1.7206
C -1.4355 0.0542 2.6655
C -1.7091 -0.5661 1.3462
N -2.5931 -1.4683 1.0715
N -2.3983 -1.7216 -0.2716
C -1.4166 -1.0173 -0.8316
S -0.7936 -1.0716 -2.3995
N -0.9925 -0.2544 0.2059
N 0.0787 0.6463 0.1105
H -2.1035 -0.3795 3.4040
H -1.5975 1.1329 2.6343
H -0.4019 -0.1285 2.9651
H -2.9485 -2.4242 -0.7342
H -0.2511 1.5856 0.3011
H 0.8364 0.3834 0.7823
S 2.7907 0.0501 1.6331
Sb 3.7348 0.0926 -0.4419
S 2.6919 2.0852 -1.6276
S 2.3726 -1.3302 -1.8932
S 5.9095 -0.0170 -0.8341
S -0.9762 2.3480 -3.5983
C -0.0322 1.4670 -2.7671
*
```

Löwdin population analysis, charges in e, atoms 1 to 5: -0.31, 0.01, -0.31, 0.15, 0.05

# 4
C9H16N3P in the gas phase, computed with ωB97M-V/def2-TZVPD.

Properties
Frontier orbital gap, eV: 9.736
Energy above the lowest of the compared OMol25 structures with the same formula, charge and spin, kcal per mole: 24.9

The geometry in ORCA input format:
```
! RIJCOSX wB97M-V def2-TZVPD def2/J DEFGRID3
* xyz 0 1
C 1.6118 0.3363 -2.1738
C 0.1262 -0.0987 -2.0260
C -1.5144 2.0591 2.0899
C -1.9963 0.9525 1.1468
C -0.4731 1.1174 1.4294
C 0.9926 0.0563 -0.7737
C 2.4737 -0.7369 -2.7757
C -2.7863 -0.2575 1.6734
C 1.4757 -1.0666 0.0390
N 2.0692 1.6712 -2.4696
N 3.7001 3.0256 -1.5968
N 2.8951 2.3480 -1.9695
P 0.5899 1.6678 0.0550
H -0.7456 0.6167 -2.2603
H -0.1998 -1.0593 -2.2870
H -1.6074 2.9828 1.7300
H -1.6553 2.1457 3.0766
H -2.1347 1.1607 0.1294
H -0.1273 0.3144 2.2472
H 3.3255 -0.2520 -3.3051
H 2.0317 -1.2514 -3.5286
H 2.8826 -1.3849 -2.0300
H -2.7470 -0.3827 2.6639
H -2.4437 -1.1381 1.2271
H -3.7073 -0.2729 1.3234
H 0.6597 -1.4817 0.7005
H 2.3115 -0.8829 0.5840
H 1.5914 -1.9831 -0.6281
H 1.7834 1.7050 0.7639
*
```

Löwdin population analysis, charges in e, atoms 1 to 5: -0.43, -0.06, -0.11, -0.28, -0.46

# 5
A molecular structure, C2HO3Y, computed with ωB97M-V/def2-TZVPD.

Properties
Frontier orbital gap (spin up / spin down), eV: 6.168 / 10.134
⟨S²⟩: 0.780
Energy above the lowest of the compared OMol25 structures with the same formula, charge and spin, kcal per mole: 0.0

The geometry in ORCA input format:
```
! RIJCOSX wB97M-V def2-TZVPD def2/J DEFGRID3
* xyz 3 2
H 0.9223 -0.8821 -1.9745
O -0.8672 -0.4324 -1.0253
O 1.5243 0.0803 0.5996
O -0.3562 0.7971 1.5807
C 0.3135 -0.6259 -1.0875
C 0.8076 0.5982 1.4434
Y -2.3442 0.4647 0.4636
*
```

Löwdin population analysis, charges in e, atoms 1 to 5: 0.20, -0.04, 0.25, 0.02, 0.24

# 6
3 unconnected molecules or ions with the total composition C3H6N4, computed with ωB97M-V/def2-TZVPD.

Properties
Frontier orbital gap, eV: 9.444
Energy above the lowest of the compared OMol25 structures with the same formula, charge and spin, kcal per mole: 125.9

The geometry in ORCA input format:
```
! RIJCOSX wB97M-V def2-TZVPD def2/J DEFGRID3
* xyz 0 1
C 0.2833 0.8817 1.4217
C 2.1474 -0.6704 -2.0753
C -0.2723 -0.2896 1.0812
N 0.4384 -1.3702 1.0325
N 0.1663 -3.5305 0.3520
N 1.5962 0.1518 -1.5127
N 0.2682 -2.4660 0.7586
H -0.2952 1.7682 1.4410
H 1.3005 0.8979 1.6004
H 2.8766 -1.4065 -2.3408
H -3.3310 3.3143 -0.9839
H -1.2702 -0.3745 0.6193
H -3.9082 3.0939 -1.3941
*
```

Löwdin population analysis, charges in e, atoms 1 to 5: 0.02, -0.07, -0.26, 0.03, 0.17

# 7
A gas-phase ion, C5H10N3 (charge +1), computed with ωB97M-V/def2-TZVPD.

Properties
Frontier orbital gap (spin up / spin down), eV: 7.878 / 7.877
Energy above the lowest of the compared OMol25 structures with the same formula, charge and spin, kcal per mole: 124.9

The geometry in ORCA input format:
```
! RIJCOSX wB97M-V def2-TZVPD def2/J DEFGRID3
* xyz 1 1
C -0.5879 -1.1664 0.4510
C 1.0078 1.1221 0.3736
C 2.0202 0.1026 0.1327
C 1.5511 -1.2235 -0.4991
C -0.9822 -0.0482 -0.1986
N 0.5144 -1.7529 0.3605
N 0.9135 2.2872 0.5315
N -2.5616 0.3393 -0.0635
H -1.3266 -1.7444 0.9785
H 2.8281 0.5851 -0.5079
H 2.5186 -0.1225 1.0922
H 1.0086 -1.0783 -1.4241
H 2.3816 -1.9585 -0.3604
H -0.6760 0.2865 -1.2417
H 0.2254 3.1114 0.6263
H -2.9440 0.6702 0.8234
H -3.1496 -0.4776 -0.3547
H -2.7414 1.0681 -0.7198
*
```

Löwdin population analysis, charges in e, atoms 1 to 5: -0.32, -0.10, -0.13, -0.20, -0.11

# 8
2 unconnected molecules or ions with the total composition C22H43N5O13S2, computed with ωB97M-V/def2-TZVPD.

Properties
Frontier orbital gap, eV: 5.304

The geometry in ORCA input format:
```
! RIJCOSX wB97M-V def2-TZVPD def2/J DEFGRID3
* xyz 0 1
C 3.8587 -3.0982 0.9466
C 3.5995 -1.6159 1.2368
O 2.4599 -1.2216 0.4649
C 1.9296 0.0342 0.8808
C 0.4427 -0.2390 1.1892
S 0.5097 -1.5618 2.5190
C -0.2162 -0.8922 -0.0350
O 0.1041 -0.3427 -1.2453
C 0.7976 -1.2060 -2.1506
C 1.8821 -0.3547 -2.8270
N 2.8297 -1.1822 -3.5618
C 3.9364 -1.6747 -2.7224
C 5.1183 -0.7278 -2.5491
C 6.1564 -1.4301 -1.6496
O 4.7938 0.4950 -1.8901
N -1.7201 -0.8198 0.2247
C -2.4334 -1.8199 -0.6295
C -2.7811 -1.3648 -2.0474
O -3.5936 -2.3318 -2.7036
C -4.8861 -2.3549 -2.1941
O -5.1620 -3.1766 -1.3475
C -5.9535 -1.4096 -2.7061
C -5.4664 -0.1985 -3.5476
C -2.1727 0.5786 0.0812
N -3.5990 0.6919 0.3477
C -1.3156 1.5674 0.9472
O -0.5943 2.4293 0.0701
C -2.1712 2.4129 1.9087
C -2.7853 3.6748 1.2559
C -1.8669 4.9003 1.2650
S -1.4786 5.5026 2.9093
O -2.2479 4.8177 3.8944
O -1.5337 6.9218 2.9784
O 0.0599 5.0592 3.1292
N -0.3054 0.8959 1.7903
O 0.6670 1.9199 2.0784
C 0.9259 1.7944 3.3532
N 1.1749 1.6794 4.4785
H 3.5636 -3.3817 -0.0625
H 3.2142 -3.6649 1.6215
H 4.8834 -3.3693 1.1868
H 3.4375 -1.5418 2.3130
H 4.4582 -1.0370 0.8853
H 2.4799 0.2978 1.7816
H 2.0508 0.7640 0.0818
H -0.6401 -2.2577 2.3567
H 0.0214 -1.9497 0.0314
H 0.1710 -1.5975 -2.9556
H 1.3056 -2.0401 -1.6658
H 2.3159 0.3290 -2.0926
H 1.3571 0.2566 -3.5680
H 3.2665 -0.5614 -4.2342
H 3.5911 -1.9975 -1.7411
H 4.3336 -2.5663 -3.2181
H 5.6386 -0.4995 -3.4861
H 5.6765 -2.1514 -0.9887
H 6.9669 -1.8767 -2.2190
H 6.5828 -0.6676 -0.9981
H 4.4075 1.1222 -2.5053
H -1.9091 -1.0815 1.2003
H -3.3672 -2.0696 -0.1232
H -1.9027 -2.7665 -0.7030
H -1.9152 -1.2214 -2.6870
H -3.3201 -0.4127 -2.0869
H -6.5726 -1.1041 -1.8676
H -6.6090 -2.0061 -3.3424
H -4.4418 -0.3503 -3.8725
H -6.1182 -0.0895 -4.4089
H -5.5623 0.7053 -2.9465
H -2.0269 0.9292 -0.9406
H -4.1262 0.0688 -0.2546
H -3.9153 1.6173 0.0884
H -1.1789 2.7746 -0.6108
H -1.5578 2.7848 2.7279
H -2.9241 1.8053 2.4020
H -3.6458 3.9354 1.8714
H -3.1094 3.5248 0.2216
H -0.9373 4.7693 0.7135
H -2.3913 5.7184 0.7701
H 0.3687 4.6539 2.3084
C 1.8692 -2.4454 5.2849
O 3.0322 -2.2915 5.7251
O 1.1048 -1.2533 5.3291
O 1.3032 -3.4379 4.8061
H 1.8079 -0.7191 5.7299
*
```

Löwdin population analysis, charges in e, atoms 1 to 5: -0.06, -0.24, -0.21, -0.16, -0.52

| no. | strongest force on any atom (Eh/bohr) | total energy (eV) | M (g mol⁻¹) |
| --- | --- | --- | --- |
| 1 | 0.0708 | -67714.471 | 657.16 |
| 2 | 0.1431 | -7827.686 | 94.14 |
| 3 | 0.0266 | -107441.841 | 475.23 |
| 4 | 0.1078 | -23345.586 | 197.22 |
| 5 | 0.1578 | -9235.991 | 161.93 |
| 6 | 0.1423 | -9163.397 | 98.11 |
| 7 | 0.1039 | -9806.334 | 112.16 |
| 8 | 0.0414 | -79241.654 | 649.74 |